*P*
# CHN3O

A 2-piece molecular cluster, CHN3O overall (ωB97M-V/def2-TZVPD, the Open Molecules 2025 dataset).

The HOMO-LUMO gap is 0.4435 hartree. Its HOMO energy is -11.2 eV. As for the molecular weight: 71.04 g mol⁻¹. The net charge is 0.

Positions of all 6 atoms, in Å:
C -0.13660 -1.34027 -0.36186
N -1.46296 -2.09454 2.90260
N -2.29523 -2.71963 2.55627
N 0.98187 -1.02740 -0.12380
O -1.17268 -1.68613 -0.73689
H 1.68916 -0.80980 0.54709

Listed below, in e, are the Löwdin charges computed for each atom: C -0.458; N 0.010; N 0.021; N 0.204; O 0.138; H 0.086


*Q*
# CHN3O

One molecule with the formula CHN3O (ωB97M-V/def2-TZVPD, the Open Molecules 2025 dataset).

The HOMO-LUMO gap is 0.3611 hartree. Its HOMO energy is -10.2 eV. As for the molecular weight: 71.04 g mol⁻¹. The net charge is 0.

Positions of all 6 atoms, in Å:
O 1.50207 0.70183 1.15323
N -0.82766 -1.24024 -0.18509
C -0.35790 -0.15526 -0.37451
N 0.23257 0.91188 -0.63671
N 1.18164 1.44950 0.28236
H -1.73072 -1.66771 -0.23928

Listed below, in e, are the Löwdin charges computed for each atom: O -0.013; N 0.229; C -0.281; N 0.044; N -0.069; H 0.090


Least stable of them? *Q*.


*P*
# C14H42BCaF4O7

C14H42BCaF4O7 as an isolated structure (ωB97M-V/def2-TZVPD, the Open Molecules 2025 dataset).

The HOMO-LUMO gap is 0.2326 hartree. Its HOMO energy is -11.4 eV. As for the molecular weight: 449.36 g mol⁻¹. The net charge is +1.

Positions of all 69 atoms, in Å:
Ca -20.71862 13.00361 14.01573
B -22.24743 14.24329 11.83629
F -22.18261 15.44621 12.49039
F -22.77120 14.37569 10.56765
F -20.99397 13.63117 11.84896
F -23.00322 13.39323 12.55489
C -26.22917 13.40623 10.97160
C -26.23370 12.00589 11.61271
O -24.91645 11.59596 11.81800
H -25.83437 14.18216 11.62747
H -27.26740 13.69784 10.81308
H -25.70479 13.42185 10.01615
H -26.91290 11.34235 11.07744
H -26.65506 12.15949 12.60617
H -24.29114 12.32430 11.80762
C -23.48841 14.67294 7.23464
C -24.20629 15.91455 7.81680
O -23.68939 16.37580 9.02774
H -22.53278 14.84470 6.73930
H -24.16698 14.23001 6.50564
H -23.28576 13.87335 7.94718
H -25.22630 15.59896 8.03608
H -24.27654 16.67666 7.04069
H -23.73498 15.63089 9.63160
C -19.24020 12.38766 7.53399
C -20.13211 13.34547 8.31616
O -20.78600 12.68303 9.32719
H -18.68878 11.65683 8.12553
H -18.61504 12.84787 6.76882
H -19.87423 11.73146 6.93777
H -20.75688 13.81457 7.55609
H -19.49730 14.10628 8.77033
H -21.00649 13.41514 9.90772
C -19.80844 18.29043 12.40902
C -20.48712 18.00570 13.70495
O -19.85683 17.05770 14.43585
H -20.02318 17.49817 11.69187
H -18.72874 18.37891 12.52953
H -20.19960 19.18378 11.92216
H -21.43112 17.52438 13.44942
H -20.71122 18.89097 14.30007
H -20.48177 16.37454 14.68948
C -26.15221 14.57943 14.99245
C -25.00159 15.45139 15.09869
O -24.56771 15.38211 16.46079
H -25.93932 13.54202 15.25041
H -26.57206 14.62419 13.98754
H -26.93891 14.93098 15.66000
H -25.34888 16.45156 14.83957
H -24.16289 15.00250 14.56655
H -24.97345 16.13620 16.89475
C -21.25812 9.56416 10.85314
C -20.25184 10.20530 11.78515
O -20.84235 10.89406 12.87916
H -22.10491 10.12746 10.46105
H -21.54969 8.65979 11.38718
H -20.67997 9.29991 9.96770
H -19.64806 10.89579 11.19626
H -19.60138 9.43685 12.20287
H -21.42026 10.25399 13.30099
C -17.60953 13.67124 11.76764
C -17.96027 14.87898 12.68318
O -19.00773 14.56795 13.58509
H -17.19018 12.91808 12.43469
H -16.80614 13.98757 11.10236
H -18.40036 13.09624 11.28590
H -18.42667 15.67242 12.09919
H -17.02813 15.13412 13.18727
H -18.92801 15.22024 14.28492

Atomic partial charges in e from the Löwdin method, atoms 1 to 8: Ca 1.741; B -1.416; F 0.187; F 0.181; F 0.032; F 0.160; C -0.079; C -0.306


*Q*
# C14H42BCaF4O7

C14H42BCaF4O7 as an isolated structure (ωB97M-V/def2-TZVPD, the Open Molecules 2025 dataset).

The HOMO-LUMO gap is 0.2410 hartree. Its HOMO energy is -11.6 eV. As for the molecular weight: 449.36 g mol⁻¹. The net charge is +1.

Positions of all 69 atoms, in Å:
Ca -0.91766 1.56793 2.78412
B 0.46334 0.79768 0.27506
F -0.27253 -0.16922 1.01302
F 1.01700 1.64139 1.27231
F 1.40628 0.08813 -0.44774
F -0.35517 1.46403 -0.62475
C 3.80669 -1.16407 2.24272
C 2.68972 -2.04250 2.80908
O 1.53666 -1.18690 3.12268
H 3.85811 -0.27914 2.87312
H 3.52006 -0.82643 1.24556
H 4.70088 -1.78314 2.19377
H 2.89496 -2.37956 3.82342
H 2.41333 -2.86373 2.15589
H 1.14402 -0.96405 2.26837
C 2.88327 3.54693 -3.63157
C 2.17272 2.98211 -2.40877
O 0.95376 2.37743 -2.78377
H 3.97514 3.49144 -3.59273
H 2.73276 4.62119 -3.76069
H 2.62450 3.02290 -4.55063
H 2.10934 3.76600 -1.64085
H 2.78695 2.16795 -1.99703
H 0.54425 2.06133 -1.96066
C -0.51719 5.16534 3.85427
C 0.20824 4.72450 2.57949
O -0.57440 3.71513 1.94021
H -0.69702 4.25161 4.42854
H -1.38004 5.79066 3.63393
H 0.12125 5.82787 4.44124
H 1.20494 4.34901 2.84057
H 0.51952 5.62757 2.04846
H -0.68999 3.97141 1.01481
C -1.07385 -4.04842 -0.15098
C -1.96714 -3.02679 0.57256
O -3.34788 -3.41353 0.55980
H -0.91113 -3.92064 -1.21626
H -1.43633 -5.02729 0.15411
H -0.11141 -3.88211 0.33772
H -1.84484 -2.00324 0.20302
H -1.66101 -2.94982 1.62193
H -3.64958 -3.40363 1.46957
C -4.57117 1.62835 -0.29832
C -3.60515 0.88482 0.59065
O -2.53241 1.76039 1.02310
H -5.60453 1.28172 -0.34627
H -4.36149 1.62640 -1.37375
H -4.59035 2.68792 -0.02894
H -3.15215 0.03659 0.07398
H -4.13833 0.52498 1.47081
H -2.25237 2.20167 0.20640
C 2.51385 -3.23378 -0.49164
C 3.95629 -3.66442 -0.66773
O 4.06988 -4.95676 -1.18246
H 1.90720 -3.30479 -1.39715
H 2.46622 -2.17037 -0.24263
H 1.99121 -3.71171 0.33588
H 4.31225 -3.61328 0.37386
H 4.50220 -2.84281 -1.14044
H 4.97419 -5.27574 -1.21173
C -2.30976 -0.52264 -2.69031
C -3.49433 -1.48124 -2.96269
O -3.15961 -2.43750 -3.96291
H -2.58705 0.41242 -2.20944
H -1.89770 -0.24375 -3.66040
H -1.62486 -1.15785 -2.12947
H -4.33567 -0.91554 -3.37492
H -3.77344 -1.93703 -2.01002
H -3.58347 -3.26137 -3.70634

Atomic partial charges in e from the Löwdin method, atoms 1 to 8: Ca 1.726; B -1.294; F 0.050; F 0.061; F 0.179; F 0.143; C -0.068; C -0.254


Least stable of them? *P*.


*P*
# C3H9O

A 2-piece molecular cluster, C3H9O overall (ωB97M-V/def2-TZVPD, the Open Molecules 2025 dataset).

The HOMO-LUMO gap is 0.2418 hartree. Its HOMO energy is -2.1 eV. As for the molecular weight: 61.10 g mol⁻¹. The net charge is -1.

Positions of all 13 atoms, in Å:
C 2.24586 0.61658 0.52300
H 1.82883 0.00464 -0.27239
H 3.14835 0.07458 0.82358
H 2.52308 1.55690 0.05132
H 1.57608 0.78023 1.35543
C -1.27895 0.26390 0.11074
O -0.63545 1.18415 -0.56241
C -1.57182 -1.02883 -0.73848
H -0.70747 -0.18480 1.01019
H -2.24623 0.59680 0.60099
H -2.32030 -0.81186 -1.51007
H -0.61012 -1.17936 -1.23017
H -1.95185 -1.87294 -0.16172

Atomic partial charges in e from the Löwdin method, atoms 1 to 8: C -0.071; H 0.007; H -0.003; H 0.011; H 0.006; C -0.668; O -0.346; C -0.160


*Q*
# C3H9O

A 2-piece molecular cluster, C3H9O overall (ωB97M-V/def2-TZVPD, the Open Molecules 2025 dataset).

The HOMO-LUMO gap is 0.2058 hartree. Its HOMO energy is -1.9 eV. As for the molecular weight: 61.10 g mol⁻¹. The net charge is -1.

Positions of all 13 atoms, in Å:
C -3.11940 1.64276 -0.09330
H -2.67879 0.91117 0.57912
H -2.81606 2.62366 0.26447
H -2.76746 1.49467 -1.11314
H -4.19996 1.53343 -0.09947
C 1.38313 -1.00363 0.39060
O 1.83165 -1.45587 -0.78638
C 0.67481 0.39284 0.28915
H 0.61168 -1.66999 0.87081
H 2.17543 -0.87090 1.16199
H 1.05496 0.88930 -0.61086
H -0.39656 0.25301 0.08904
H 0.82286 1.06991 1.13325

Atomic partial charges in e from the Löwdin method, atoms 1 to 8: C -0.057; H 0.007; H 0.012; H 0.019; H 0.003; C -0.640; O -0.394; C -0.153


Least stable of them? *Q*.


*P*
# C2H9N5

A 2-piece molecular cluster, C2H9N5 overall (ωB97M-V/def2-TZVPD, the Open Molecules 2025 dataset).

The HOMO-LUMO gap is 0.3908 hartree. Its HOMO energy is -18.1 eV. As for the molecular weight: 103.13 g mol⁻¹. The net charge is +2.

Positions of all 16 atoms, in Å:
C -2.48103 -0.18435 -0.63023
C 2.33986 0.70424 0.23474
N 2.92174 -0.32401 0.19070
N -3.60207 -0.44489 0.02755
N 2.22121 2.02007 0.09588
N -1.23945 -0.34961 -0.15649
N 3.54173 -1.42473 0.11295
H -2.56031 0.48073 -1.55731
H -4.51419 -0.14031 -0.09567
H -3.41778 -0.87371 0.89688
H 3.02987 2.62984 0.34121
H 1.26163 2.42910 0.30008
H -1.16012 -0.95230 0.64280
H -0.42847 -0.08259 -0.62438
H 4.13804 -1.72600 0.90757
H 3.42078 -1.77331 -0.80108

Atomic partial charges in e from the Löwdin method, atoms 1 to 8: C -0.107; C -0.055; N 0.060; N 0.236; N 0.162; N 0.189; N 0.181; H 0.195


*Q*
# C2H9N5

A 2-piece molecular cluster, C2H9N5 overall (ωB97M-V/def2-TZVPD, the Open Molecules 2025 dataset).

The HOMO-LUMO gap (spin up / spin down) is 0.2994 / 0.2993 hartree. Its HOMO energy (spin up / spin down) is -18.1 / -18.1 eV. As for the molecular weight: 103.13 g mol⁻¹. The net charge is +2.

Positions of all 16 atoms, in Å:
C 1.55963 2.27454 0.18305
C -2.14295 -1.31357 -0.44056
N 2.13007 2.26952 -0.90592
N 0.83557 1.02233 0.52289
N 0.62614 0.66801 1.62630
N 2.42515 1.93111 -1.99083
N -1.10212 -2.13636 0.29727
H 1.34862 3.15343 0.88934
H -1.56762 -0.45222 -0.82637
H -2.62471 -1.86081 -1.27315
H -3.08202 -1.33908 0.27233
H 1.02563 1.02388 2.41798
H -1.22915 -1.85643 1.33385
H 3.32575 1.69711 -2.22716
H -1.40031 -3.09764 0.14745
H -0.12769 -1.98381 -0.02645

Atomic partial charges in e from the Löwdin method, atoms 1 to 8: C 0.001; C -0.030; N 0.077; N 0.004; N 0.167; N 0.383; N 0.116; H 0.205


Least stable of them? *Q*.


*P*
# C3H3N5O

One molecule with the formula C3H3N5O (ωB97M-V/def2-TZVPD, the Open Molecules 2025 dataset).

The HOMO-LUMO gap is 0.3295 hartree. Its HOMO energy is -9.8 eV. As for the molecular weight: 125.09 g mol⁻¹. The net charge is 0.

Positions of all 12 atoms, in Å:
C 0.08473 1.68553 0.43616
C 0.21777 0.67293 1.54370
C -0.20469 -2.24286 -0.34737
H 0.13334 3.11061 1.48307
H 0.17900 0.76756 2.57924
H -0.41624 -2.62400 0.61726
N -0.02025 2.94374 0.54619
N 0.01140 -0.55614 1.18666
N -0.02682 -0.81834 -0.08066
N -0.13111 0.03945 -1.14184
N -0.00509 1.26122 -0.87277
O 0.09002 -2.75466 -1.49219

Atomic partial charges in e from the Löwdin method, atoms 1 to 8: C -0.416; C 0.001; C -0.119; H 0.013; H 0.094; H 0.108; N 0.167; N 0.075


*Q*
# C3H3N5O

One molecule with the formula C3H3N5O (ωB97M-V/def2-TZVPD, the Open Molecules 2025 dataset).

The HOMO-LUMO gap is 0.3104 hartree. Its HOMO energy is -9.8 eV. As for the molecular weight: 125.09 g mol⁻¹. The net charge is 0.

Positions of all 12 atoms, in Å:
C 0.70995 -0.49341 -0.02445
C -1.86381 0.90480 0.33200
C 0.40850 0.89326 -0.41194
H 2.12307 -1.82849 0.19803
H 2.71144 -0.22840 0.03501
H -2.36302 1.41147 1.30169
N 1.92919 -0.85905 0.52409
N -0.19226 -1.37952 -0.47701
N -1.55027 -1.20386 -0.64582
N -2.36429 -0.35080 -0.14809
N -0.81572 1.50623 0.05623
O 1.26722 1.62779 -0.73974

Atomic partial charges in e from the Löwdin method, atoms 1 to 8: C -0.290; C -0.220; C -0.432; H 0.119; H 0.172; H 0.156; N 0.136; N 0.085


Least stable of them? *Q*.


*P*
# C3H6N2S3

One molecule with the formula C3H6N2S3 (ωB97M-V/def2-TZVPD, the Open Molecules 2025 dataset).

The HOMO-LUMO gap is 0.3244 hartree. Its HOMO energy is -8.5 eV. As for the molecular weight: 166.30 g mol⁻¹. The net charge is 0.

Positions of all 14 atoms, in Å:
C -0.81178 -1.71944 -0.46037
C 0.12321 0.30050 -0.72286
C 1.05100 0.54416 1.95596
N 0.30950 -1.13080 -0.57656
N -1.24449 0.53589 -0.32048
S -2.28229 -0.86889 -0.32893
S 0.23991 0.62028 -2.63325
S 1.20742 1.42036 0.33192
H -1.01726 -2.71613 -0.39886
H 0.27208 -0.08231 1.60858
H 0.61001 1.17587 2.67878
H 1.82915 0.04318 2.43000
H -1.79197 1.23697 -0.79896
H 1.50549 0.64038 -2.76497

Atomic partial charges in e from the Löwdin method, atoms 1 to 8: C -0.524; C -1.089; C -0.346; N -0.027; N -0.388; S 0.949; S 0.714; S 0.809


*Q*
# C3H6N2S3

One molecule with the formula C3H6N2S3 (ωB97M-V/def2-TZVPD, the Open Molecules 2025 dataset).

The HOMO-LUMO gap is 0.3238 hartree. Its HOMO energy is -8.2 eV. As for the molecular weight: 166.30 g mol⁻¹. The net charge is 0.

Positions of all 14 atoms, in Å:
C -0.21962 -0.92856 -0.67763
C 1.16394 -1.37445 -0.31344
C -0.68783 0.38364 -0.09046
N 2.17006 -0.50061 0.37073
N 0.14520 0.78433 1.05907
S -0.06905 -2.23512 0.66564
S 1.70167 1.09168 0.60774
S -2.42333 0.28017 0.55449
H -0.69805 -1.20943 -1.57044
H 1.68205 -1.84001 -1.16004
H -0.84023 1.29856 -0.73998
H 2.70002 -0.97442 1.10683
H -0.15916 1.68768 1.41462
H -2.57757 -1.04023 0.11058

Atomic partial charges in e from the Löwdin method, atoms 1 to 8: C -0.489; C -0.629; C -0.777; N -0.390; N -0.453; S 0.850; S 0.860; S 0.704


Least stable of them? *Q*.


*P*
# CHCl3N2

A 2-piece molecular cluster, CHCl3N2 overall (ωB97M-V/def2-TZVPD, the Open Molecules 2025 dataset).

The HOMO-LUMO gap is 0.3474 hartree. Its HOMO energy is -10.0 eV. As for the molecular weight: 147.39 g mol⁻¹. The net charge is 0.

Positions of all 7 atoms, in Å:
C 1.06898 1.16196 -0.87107
N 1.76200 0.75046 -0.03617
N -1.01509 -0.78747 -0.00787
Cl 2.77208 0.29162 1.21921
Cl -2.14768 -0.02684 1.19008
Cl -1.97872 -1.44857 -1.35247
H -0.46158 0.05884 -0.14171

Listed below, in e, are the Löwdin charges computed for each atom: C -0.020; N -0.552; N -0.820; Cl 0.691; Cl 0.398; Cl 0.436; H -0.132


*Q*
# CHCl3N2

A 2-piece molecular cluster, CHCl3N2 overall (ωB97M-V/def2-TZVPD, the Open Molecules 2025 dataset).

The HOMO-LUMO gap (spin up / spin down) is 0.2529 / 0.2528 hartree. Its HOMO energy (spin up / spin down) is -7.5 / -7.5 eV. As for the molecular weight: 147.39 g mol⁻¹. The net charge is 0.

Positions of all 7 atoms, in Å:
C 0.01966 0.24418 0.04083
N 1.65166 -0.92249 -0.08190
N -1.19394 -0.00653 -0.39034
Cl 0.35891 1.73180 0.73151
Cl 2.85176 -0.08939 0.59281
Cl -1.74260 -1.61453 -0.68480
H -1.94545 0.65697 -0.20811

Listed below, in e, are the Löwdin charges computed for each atom: C -0.759; N -0.610; N -0.474; Cl 0.681; Cl 0.406; Cl 0.663; H 0.093


Least stable of them? *Q*.